(1)
ORCA calculation (the ωB97M-V functional and the def2-TZVPD basis) on a cluster of 2 separate species, NO4S in total.

Results
- E_LUMO (spin up / spin down): 3.90 / 3.05 eV
- Orbital gap (spin up / spin down): 7.911 / 7.661 eV
- HOMO level (spin up / spin down): -4.01 / -4.61 eV
- Energy: -20511.8364 eV

```
! wB97M-V def2-TZVPD RIJCOSX def2/J DEFGRID3
* xyz -1 3
N -1.21 0.10 -0.01
O -0.12 0.40 0.45
O -1.25 -0.93 -0.67
O -2.19 0.87 0.24
O 2.84 0.27 0.31
S 1.94 -0.71 -0.33
*
```

Just the Mulliken charges please, in e? Sure, here they are: atom 1 (N): 1.037, atom 2 (O): -0.595, atom 3 (O): -0.668, atom 4 (O): -0.672, atom 5 (O): -0.384, atom 6 (S): 0.282

---

(2)
ORCA calculation (the ωB97M-V functional and the def2-TZVPD basis) on the ion C8H12N6 with charge +2.

Results
- E_LUMO: -8.07 eV
- SMILES string: C1=N\C=[NH+]/CN/C=N\[C@H]/1[n+]1ccc[nH]1
- Orbital gap: 8.983 eV
- HOMO level: -17.06 eV
- Energy: -17412.4305 eV

```
! wB97M-V def2-TZVPD RIJCOSX def2/J DEFGRID3
* xyz 2 1
C -0.17 1.10 -0.79
N -1.26 1.67 -0.56
C -2.25 1.75 0.28
N -3.14 0.80 0.40
C -3.08 -0.42 -0.39
N -2.40 -1.53 0.23
C -1.12 -1.93 0.12
N 0.04 -1.44 0.00
C 0.51 0.31 0.24
N 1.93 0.20 0.15
C 2.84 1.15 0.46
C 4.10 0.63 0.22
C 3.89 -0.67 -0.24
N 2.58 -0.89 -0.28
H 0.27 1.19 -1.77
H -2.41 2.70 0.79
H -3.97 0.97 0.97
H -2.61 -0.18 -1.36
H -4.11 -0.73 -0.58
H -3.02 -2.28 0.51
H -1.00 -3.02 0.17
H 0.17 0.50 1.26
H 2.56 2.11 0.83
H 5.04 1.12 0.35
H 4.61 -1.41 -0.52
H 2.04 -1.73 -0.49
*
```

Mulliken population analysis, charges in e, atoms 1 to 6: atom 1 (C): -0.165, atom 2 (N): -0.230, atom 3 (C): -0.013, atom 4 (N): -0.062, atom 5 (C): -0.753, atom 6 (N): -0.159

---

(3)
ORCA calculation (the ωB97M-V functional and the def2-TZVPD basis) on a cluster of 2 separate species, C15H28N5O3 in total.

Results
- E_LUMO: -3.07 eV
- Orbital gap: 9.760 eV
- HOMO level: -12.83 eV
- Energy: -29593.7235 eV

```
! wB97M-V def2-TZVPD RIJCOSX def2/J DEFGRID3
* xyz 1 1
C 2.33 -0.22 0.01
C 1.13 0.11 -0.84
O 1.12 0.09 -2.04
N -0.08 0.50 -0.10
C -0.90 -0.69 0.20
C -1.10 -1.02 1.66
O -1.30 -1.40 -0.68
C -0.72 1.64 -0.72
C -2.03 1.46 -1.52
N -3.25 1.69 -0.75
C -3.18 1.63 0.69
C -1.97 2.36 1.34
N -1.00 2.75 0.27
N 0.12 3.46 0.78
C 0.96 2.87 1.80
C 0.65 4.37 -0.19
C 2.11 4.30 -0.55
O -0.12 5.14 -0.72
H 3.17 0.40 -0.30
H 2.11 -0.09 1.07
H 2.58 -1.27 -0.16
H -2.16 -1.13 1.89
H -0.62 -0.30 2.32
H -0.61 -1.98 1.83
H 0.00 2.05 -1.43
H -2.00 2.21 -2.32
H -2.02 0.50 -2.03
H -3.80 2.45 -1.10
H -3.21 0.59 1.02
H -4.09 2.10 1.09
H -2.28 3.29 1.82
H -1.48 1.72 2.06
H -1.51 3.45 -0.28
H 2.00 2.81 1.48
H 0.92 3.47 2.71
H 0.65 1.86 2.06
H 2.69 4.86 0.19
H 2.48 3.27 -0.56
H 2.22 4.78 -1.52
C -0.12 -4.55 -0.92
C 1.39 -4.71 -1.06
C 1.85 -6.16 -0.87
C 1.49 -6.65 0.46
N 1.21 -6.98 1.53
H -0.47 -4.85 0.07
H -0.42 -3.51 -1.08
H -0.65 -5.16 -1.66
H 1.89 -4.08 -0.32
H 1.71 -4.37 -2.04
H 2.93 -6.25 -0.99
H 1.38 -6.81 -1.61
*
```

Mulliken population analysis, charges in e, atoms 1 to 6: atom 1 (C): -1.249, atom 2 (C): 0.692, atom 3 (O): -0.497, atom 4 (N): 0.897, atom 5 (C): 0.442, atom 6 (C): -1.464

---

(4)
ORCA calculation (the ωB97M-V functional and the def2-TZVPD basis) on a cluster of 3 separate species, C10H20Cl4NO5 in total.

Results
- E_LUMO: 2.28 eV
- Orbital gap: 7.415 eV
- HOMO level: -5.13 eV
- Energy: -72511.5242 eV

```
! wB97M-V def2-TZVPD RIJCOSX def2/J DEFGRID3
* xyz -1 1
C -2.58 -1.58 0.54
C -2.04 -2.56 -0.49
O -1.43 -3.74 0.01
C -0.57 -3.54 1.10
C 0.58 -2.53 0.92
O 1.07 -2.48 -0.40
C 1.19 -1.14 -0.85
N 1.43 -1.16 -2.27
O 0.22 -1.16 -3.00
C 2.32 -0.32 -0.18
O 3.24 -0.87 0.46
O 2.20 0.92 -0.37
H -3.39 -2.01 1.14
H -1.82 -1.12 1.16
H -3.03 -0.75 -0.03
H -1.39 -2.05 -1.21
H -2.89 -2.90 -1.08
H -0.09 -4.51 1.26
H -1.10 -3.33 2.04
H 1.40 -2.88 1.55
H 0.34 -1.53 1.28
H 0.24 -0.63 -0.65
H 1.95 -0.33 -2.54
H -0.31 -0.39 -2.73
Cl -2.35 1.42 -0.33
C -3.47 2.59 -1.06
C -4.87 2.45 -0.51
Cl -5.64 0.93 -1.01
H -3.45 2.45 -2.13
H -3.09 3.58 -0.83
H -5.49 3.26 -0.88
H -4.87 2.48 0.58
Cl 4.81 4.96 1.92
C 4.81 3.52 0.85
C 4.49 2.25 1.57
Cl 5.79 1.77 2.71
H 5.79 3.47 0.37
H 4.06 3.70 0.08
H 4.37 1.44 0.85
H 3.57 2.33 2.14
*
```

Mulliken population analysis, charges in e, atoms 1 to 6: atom 1 (C): -0.744, atom 2 (C): -0.006, atom 3 (O): -0.464, atom 4 (C): -0.671, atom 5 (C): -0.492, atom 6 (O): -0.424

---

(5)
ORCA calculation (the ωB97M-V functional and the def2-TZVPD basis) on a cluster of 3 separate species, C6H15N in total.

Results
- E_LUMO: 0.75 eV
- SMILES string: C=CC.C=NC.C
- Orbital gap: 9.910 eV
- HOMO level: -9.16 eV
- Energy: -7951.3744 eV

```
! wB97M-V def2-TZVPD RIJCOSX def2/J DEFGRID3
* xyz 0 1
C -1.08 -2.26 0.69
C -0.69 -0.99 0.79
C -1.25 -0.05 1.82
H -0.64 -2.92 -0.05
H -1.97 -2.63 1.17
H 0.49 -0.72 0.51
H -1.58 0.87 1.34
H -0.49 0.23 2.55
H -2.09 -0.49 2.35
C 1.92 -0.16 -0.01
N 1.62 0.74 -0.90
C 1.32 2.06 -0.41
H 2.26 0.13 0.99
H 2.40 -1.06 -0.39
H 2.21 2.68 -0.55
H 0.52 2.50 -1.00
H 1.04 2.11 0.65
C -0.77 0.06 -1.95
H -0.08 -0.69 -2.30
H -1.80 -0.26 -2.14
H -0.56 1.01 -2.42
H -0.77 -0.16 -0.75
*
```

Mulliken population analysis, charges in e, atoms 1 to 6: atom 1 (C): -0.763, atom 2 (C): 0.808, atom 3 (C): -1.039, atom 4 (H): 0.272, atom 5 (H): 0.277, atom 6 (H): -0.301

---

(6)
ORCA calculation (the ωB97M-V functional and the def2-TZVPD basis) on a cluster of 9 separate species, H18O9 in total.

Results
- E_LUMO: -0.39 eV
- SMILES string: O.O.O.O.O.O.O.O.O
- Orbital gap: 9.575 eV
- HOMO level: -9.97 eV
- Energy: -18719.5218 eV

```
! wB97M-V def2-TZVPD RIJCOSX def2/J DEFGRID3
* xyz 0 1
O -0.03 -2.83 -2.86
H 0.73 -3.23 -2.43
H 0.27 -1.97 -3.14
O 0.40 0.31 -0.52
H -0.29 -0.18 -0.98
H -0.08 0.93 0.03
O 2.17 1.80 -1.92
H 1.61 1.14 -1.52
H 1.59 2.26 -2.53
O -0.81 1.09 2.97
H -1.58 0.74 2.52
H -1.05 1.99 3.19
O -1.16 -1.83 1.13
H -2.03 -1.87 1.53
H -1.34 -1.83 0.19
O -1.35 2.47 -0.06
H -1.60 3.23 -0.59
H -2.19 2.08 0.19
O 3.28 1.35 1.01
H 2.85 0.51 0.82
H 3.51 1.29 1.93
O -1.83 -0.78 -1.48
H -2.46 -0.18 -1.90
H -1.92 -1.60 -1.97
O 1.24 -1.31 2.31
H 0.53 -1.38 1.68
H 1.56 -2.21 2.42
*
```

Mulliken population analysis, charges in e, atoms 1 to 6: atom 1 (O): -0.642, atom 2 (H): 0.318, atom 3 (H): 0.323, atom 4 (O): -0.659, atom 5 (H): 0.357, atom 6 (H): 0.341

---

no.,strongest force on any atom (eV/A)
1,3.14
2,4.55
3,0.88
4,1.67
5,3.89
6,1.06